# C19H27N3O5

An isolated molecule of C19H27N3O5 (ωB97M-V with the def2-TZVPD basis set, the OMol25 dataset).

Values from the calculation:
LUMO energy, eV: 0.6
Energy above the lowest of the compared OMol25 structures with the same formula, charge and spin, kJ/mol: 100.4
Highest occupied orbital energy, eV: -8.6
Gap between HOMO and LUMO, Eh: 0.3398
Largest force on an atom, eV/A: 0.84
SMILES: COc1ccccc1C(=O)NNC(=O)C1CCN(C(=O)OC(C)(C)C)CC1

Each line ends with the Löwdin charge.
Element x y z (Å)
C 1.677 -3.878 -0.941  -0.056
O 1.615 -4.447 -2.230  -0.056
C 1.263 -3.728 -3.316  -0.212
C 1.379 -4.436 -4.521  0.001
C 1.121 -3.844 -5.734  -0.078
C 0.749 -2.508 -5.788  -0.090
C 0.626 -1.797 -4.614  -0.040
C 0.859 -2.388 -3.368  -0.075
C 0.585 -1.529 -2.185  -0.443
O -0.250 -1.738 -1.332  0.088
N 1.285 -0.342 -2.212  0.084
N 1.260 0.453 -1.066  0.085
C 1.996 0.048 0.015  -0.445
O 2.868 -0.785 -0.098  0.085
C 1.651 0.733 1.323  -0.233
C 0.340 0.141 1.862  -0.109
C -0.008 0.797 3.199  -0.129
N -0.079 2.232 3.044  -0.037
C -1.243 2.926 2.927  -0.523
O -1.280 4.097 2.622  0.083
O -2.303 2.156 3.225  0.021
C -3.638 2.715 3.226  -0.571
C -4.005 3.213 1.828  -0.019
C -3.746 3.838 4.256  -0.018
C -4.528 1.535 3.623  -0.022
C 1.150 2.836 2.579  -0.131
C 1.540 2.257 1.216  -0.117
H 2.149 -4.637 -0.317  0.099
H 0.681 -3.653 -0.551  0.091
H 2.287 -2.971 -0.922  0.081
H 1.684 -5.469 -4.456  0.120
H 1.215 -4.419 -6.643  0.105
H 0.552 -2.030 -6.735  0.100
H 0.315 -0.763 -4.640  0.115
H 2.141 -0.285 -2.749  0.159
H 0.379 0.928 -0.918  0.144
H 2.456 0.484 2.023  0.155
H -0.474 0.318 1.156  0.123
H 0.443 -0.937 1.991  0.129
H 0.771 0.573 3.936  0.132
H -0.963 0.431 3.571  0.126
H -3.894 2.409 1.104  0.090
H -3.358 4.038 1.544  0.078
H -5.037 3.554 1.821  0.089
H -3.106 4.668 3.973  0.079
H -4.774 4.185 4.312  0.089
H -3.441 3.476 5.236  0.091
H -4.415 0.725 2.907  0.087
H -4.245 1.169 4.606  0.087
H -5.568 1.846 3.646  0.088
H 1.936 2.635 3.315  0.131
H 0.987 3.912 2.508  0.124
H 0.775 2.542 0.493  0.117
H 2.491 2.682 0.894  0.126


# C19H27N4OsP2S

A structure of composition C19H27N4OsP2S (ωB97M-V with the def2-TZVPD basis set, the OMol25 dataset).

Values from the calculation:
LUMO energy (alpha / beta), eV: -12.2 / -12.1
Energy above the lowest of the compared OMol25 structures with the same formula, charge and spin, kJ/mol: 45.5
Total charge: +3
Highest occupied orbital energy (alpha / beta), eV: -17.2 / -17.2
Gap between HOMO and LUMO (alpha / beta), Eh: 0.1813 / 0.1865
Largest force on an atom, eV/A: 1.61

Each line ends with the Löwdin charge.
Element x y z (Å)
Os 0.708 0.049 0.795  0.892
N -3.399 -1.080 1.171  0.156
C -2.245 -0.455 1.057  -0.725
S -0.869 -0.823 2.092  0.800
N -2.119 0.506 0.143  0.046
N -0.934 1.092 0.224  -0.200
C -0.806 2.351 -0.208  -0.095
C -1.833 3.098 -0.873  -0.159
C -3.185 3.083 -0.471  0.001
C -4.110 3.837 -1.151  -0.018
C -3.722 4.586 -2.265  0.013
C -2.390 4.601 -2.686  -0.020
C -1.445 3.896 -1.980  -0.019
C 0.472 2.938 0.204  -0.178
C 0.745 4.295 0.153  0.067
C 1.881 4.786 0.791  0.046
C 2.687 3.917 1.504  0.027
C 2.364 2.569 1.511  -0.109
N 1.300 2.085 0.865  -0.087
H -3.565 -1.779 1.881  0.133
H -4.180 -0.795 0.595  0.145
H -3.473 2.543 0.420  0.116
H -5.139 3.862 -0.818  0.129
H -4.457 5.170 -2.803  0.134
H -2.107 5.167 -3.563  0.130
H -0.415 3.887 -2.317  0.127
H 0.053 4.971 -0.328  0.136
H 2.105 5.844 0.760  0.146
H 3.550 4.266 2.053  0.142
H 2.966 1.855 2.058  0.113
C 4.115 0.793 -0.481  -0.198
P 3.132 -0.486 0.377  0.788
C 3.956 -0.909 1.953  -0.197
C 3.248 -1.924 -0.746  -0.381
C 2.162 -2.933 -0.416  -0.363
P 0.537 -2.100 -0.340  0.716
C 0.037 -1.709 -2.038  -0.205
C -0.572 -3.410 0.227  -0.233
H 5.068 0.940 0.028  0.074
H 3.602 1.746 -0.552  0.032
H 4.330 0.446 -1.492  0.067
H 4.851 -0.299 2.078  0.069
H 4.266 -1.955 1.933  0.071
H 3.299 -0.762 2.807  0.049
H 4.249 -2.358 -0.707  0.120
H 3.107 -1.537 -1.759  0.092
H 2.328 -3.412 0.553  0.105
H 2.111 -3.731 -1.160  0.119
H 0.111 -2.605 -2.659  0.080
H 0.661 -0.928 -2.473  0.054
H -0.999 -1.367 -2.038  0.058
H -0.352 -4.303 -0.362  0.083
H -1.615 -3.141 0.059  0.054
H -0.415 -3.634 1.280  0.056


# C19H27N5O2PdS

A structure of composition C19H27N5O2PdS (ωB97M-V with the def2-TZVPD basis set, the OMol25 dataset).

Values from the calculation:
LUMO energy (alpha / beta), eV: -13.2 / -17.8
Multiplicity: 5
Energy above the lowest of the compared OMol25 structures with the same formula, charge and spin, kJ/mol: 48.0
Total charge: +4
Highest occupied orbital energy (alpha / beta), eV: -20.2 / -22.0
Gap between HOMO and LUMO (alpha / beta), Eh: 0.2583 / 0.1526
Largest force on an atom, eV/A: 5.98

Each line ends with the Löwdin spin population.
Element x y z (Å)
N 1.238 0.994 -2.026  0.053
C 1.732 1.122 -3.064  0.007
C 2.421 1.428 -4.287  0.001
H 2.775 2.465 -4.228  0.000
H 1.729 1.313 -5.130  0.000
H 3.272 0.746 -4.399  0.001
N -2.058 -2.395 0.203  0.075
C -2.608 -3.401 0.059  0.004
C -3.252 -4.690 -0.002  0.000
H -3.744 -4.816 -0.973  0.000
H -3.999 -4.761 0.796  0.000
H -2.500 -5.476 0.135  0.000
N 0.640 2.897 1.758  0.037
C 0.132 3.118 2.780  0.012
C -0.384 3.546 4.067  0.003
H -0.258 2.749 4.815  0.002
H -1.453 3.798 3.994  0.000
H 0.185 4.435 4.378  0.000
Pd -0.815 -0.032 -0.477  1.090
C 0.403 -0.197 1.170  0.313
O -0.024 -0.523 2.250  0.291
C 0.221 -1.415 -1.489  0.109
O 0.909 -2.213 -1.957  0.015
C -1.828 0.959 -2.375  0.129
C -1.458 2.173 -1.791  0.227
C -1.724 2.413 -0.463  0.220
C -2.401 1.450 0.298  0.065
C -3.010 0.342 -0.340  0.138
C -2.710 0.092 -1.694  0.110
H -1.509 0.716 -3.394  0.002
H -0.985 2.952 -2.396  0.005
H -1.429 3.359 0.006  0.005
H -2.561 1.591 1.364  0.001
H -3.534 -0.385 0.269  0.003
H -3.031 -0.835 -2.163  0.002
C 4.635 -2.016 4.321  0.032
C 3.660 -2.513 3.275  0.048
N 2.959 -1.399 2.591  0.269
C 3.082 -1.073 1.325  0.027
S 2.042 0.179 0.608  0.470
N 4.044 -1.608 0.529  0.144
C 5.497 -1.615 0.862  0.023
C 6.160 -2.792 0.183  0.016
H 5.338 -1.278 3.920  0.002
H 5.223 -2.856 4.704  0.003
H 4.099 -1.564 5.163  0.000
H 4.145 -3.110 2.501  0.002
H 2.892 -3.138 3.745  0.021
H 2.183 -0.951 3.088  0.004
H 3.921 -1.368 -0.456  0.004
H 5.932 -0.683 0.477  0.012
H 5.617 -1.626 1.947  0.002
H 6.064 -2.728 -0.906  0.001
H 7.222 -2.821 0.440  0.003
H 5.721 -3.733 0.523  0.000


# C19H28AlBr4Cl2F6Li3MgNO8P

A structure of composition C19H28AlBr4Cl2F6Li3MgNO8P (ωB97M-V with the def2-TZVPD basis set, the OMol25 dataset).

Values from the calculation:
LUMO energy, eV: -4.0
Energy above the lowest of the compared OMol25 structures with the same formula, charge and spin, kJ/mol: 0.0
Highest occupied orbital energy, eV: -6.4
Gap between HOMO and LUMO, Eh: 0.0884
Largest force on an atom, eV/A: 1.86

Each line ends with the Löwdin charge.
Element x y z (Å)
C 4.479 -1.007 -1.961  -0.194
C 3.420 -2.091 -1.643  -0.645
Cl 4.322 -3.426 -0.729  0.503
C 2.711 -2.691 -2.865  -0.676
Cl 3.687 -4.081 -3.646  0.461
P 0.811 -3.113 -2.560  0.532
C -1.064 -3.170 -2.372  -0.296
C -1.773 -2.022 -3.080  -0.257
C -1.761 -0.691 -2.311  -0.299
N -1.821 -0.873 -0.854  -0.009
O 1.033 -4.820 -2.792  -0.345
C 1.344 -5.525 -1.642  -0.287
C 1.022 -4.644 -0.427  -0.236
O 1.088 -3.303 -0.874  -0.355
H 4.241 -0.126 -1.359  0.087
H 4.449 -0.678 -2.995  -0.029
H 5.497 -1.285 -1.690  0.048
H 2.695 -1.665 -0.963  0.101
H 2.720 -1.922 -3.638  0.036
H 0.655 -3.039 -3.995  0.038
H 0.779 -1.656 -2.481  0.045
H -1.409 -4.111 -2.803  0.082
H -1.364 -3.200 -1.324  0.067
H -1.304 -1.848 -4.055  0.089
H -2.808 -2.302 -3.286  0.100
H -2.567 -0.035 -2.637  0.101
H -0.836 -0.165 -2.576  0.080
H -0.994 -1.378 -0.547  0.054
H -1.711 0.049 -0.443  0.070
H 0.803 -6.470 -1.561  0.117
H 2.423 -5.754 -1.602  0.071
H 1.757 -4.722 0.376  0.092
H 0.014 -4.829 -0.047  0.114
Mg 5.432 -2.510 -4.052  0.447
F 7.149 0.899 -1.507  -0.194
Al 6.604 2.108 -0.446  -0.209
F 7.086 3.622 -0.995  -0.241
F 7.188 1.803 1.095  -0.168
F 4.914 1.998 -0.446  -0.185
C 8.361 4.760 2.558  -0.891
O 8.757 4.447 1.447  0.184
O 7.383 4.251 3.151  0.320
O 8.863 5.647 3.288  0.285
F -7.365 -1.962 4.022  0.036
C -6.322 -1.672 3.216  -0.310
C -5.358 -2.638 3.012  -0.026
C -4.286 -2.349 2.177  -0.096
C -4.190 -1.107 1.566  -0.102
C -5.177 -0.156 1.795  -0.093
C -6.254 -0.427 2.625  -0.135
H -5.451 -3.598 3.503  0.110
H -3.524 -3.099 2.002  0.095
H -3.355 -0.890 0.914  0.056
H -5.105 0.818 1.325  0.095
H -7.027 0.301 2.799  0.030
C -8.756 3.479 4.508  -0.130
C -9.916 4.066 3.728  -0.264
O -9.249 5.065 2.905  0.158
C -8.011 4.614 2.745  -0.589
O -7.234 5.062 1.904  -0.008
O -7.680 3.656 3.556  -0.008
F -10.821 4.683 4.507  0.094
H -8.538 4.049 5.408  0.141
H -8.870 2.435 4.775  0.042
H -10.431 3.369 3.068  0.178
C 10.460 6.846 -1.382  -1.638
Br 10.873 7.545 0.367  0.559
Br 12.030 6.092 -2.213  0.545
Br 9.011 5.599 -1.328  0.713
H 10.164 7.688 -1.990  -0.038
Li -5.725 5.972 2.219  0.871
Li 4.706 -0.238 -5.825  0.497
Li 5.659 -5.095 0.272  0.795
Br -6.531 1.462 5.110  -0.189


- energy above the lowest of the compared OMol25 structures with the same formula, charge and spin of number 4 (C19H28AlBr4Cl2F6Li3MgNO8P)?
  0.0 kJ/mol


- Which formula does entry 3 have?
  C19H27N5O2PdS


- Number 2 is which compound?
  C19H27N4OsP2S


- What is the formula in the second record?
  C19H27N4OsP2S